(a)
An isolated ion of composition C8H14N and charge +1, computed with ωB97M-V/def2-TZVPD.

Geometry as XYZ:
```
23
Properties=species:S:1:pos:R:3:nbo_charge:R:1
C 2.316 -1.133 1.072 0.0685
N 1.320 -0.423 0.703 -0.2384
C 0.748 0.744 0.037 0.1822
C 1.468 1.671 -0.950 -0.6445
C -0.297 1.343 0.901 -0.4253
C -1.104 0.013 0.918 -0.2004
C -2.311 0.038 0.034 -0.6317
C 0.034 -0.616 0.050 0.1411
C -0.231 -1.779 -0.786 -0.6964
H 2.090 -2.209 1.307 0.2479
H 3.228 -0.529 1.158 0.2381
H 2.029 1.362 -1.799 0.2522
H 2.274 2.243 -0.364 0.2449
H 0.692 2.362 -1.250 0.2481
H -0.728 2.302 0.655 0.2607
H 0.070 1.427 1.965 0.2326
H -1.333 -0.426 1.870 0.2341
H -2.178 0.339 -1.063 0.2234
H -3.180 0.547 0.481 0.2490
H -2.640 -1.051 -0.118 0.2237
H 0.500 -2.281 -1.489 0.2653
H -1.056 -1.539 -1.499 0.2671
H -0.649 -2.733 -0.194 0.2580
```

- HOMO energy: -14.64 eV
- LUMO: -4.399 eV
- Net charge: +1

***

(b)
An isolated ion of composition C8H14N and charge +1, computed with ωB97M-V/def2-TZVPD.

Geometry as XYZ:
```
23
Properties=species:S:1:pos:R:3:nbo_charge:R:1
C 1.631 1.683 -1.033 0.0487
N 0.809 0.867 -0.532 -0.2032
C -0.197 -0.050 -0.950 0.1529
C -0.281 -0.785 -2.228 -0.6500
C -1.528 0.334 -0.266 -0.3968
C -0.807 0.449 1.078 -0.1762
C -1.365 -0.313 2.206 -0.6045
C 0.563 -0.076 0.389 0.1483
C 1.696 -0.899 0.787 -0.6468
H 2.234 2.356 -0.409 0.2476
H 1.290 1.889 -2.006 0.2153
H 0.650 -1.106 -2.631 0.2402
H -0.488 -0.102 -2.982 0.2429
H -0.941 -1.649 -2.106 0.2583
H -2.164 -0.508 -0.446 0.2380
H -2.104 1.136 -0.669 0.2361
H -0.464 1.327 1.683 0.2373
H -1.787 -1.234 1.928 0.2145
H -2.131 0.380 2.494 0.2351
H -0.629 -0.356 3.013 0.2249
H 2.420 -0.863 -0.037 0.2299
H 1.383 -1.895 1.042 0.2567
H 2.210 -0.584 1.675 0.2508
```

- HOMO energy: -14.40 eV
- LUMO: -4.583 eV
- Net charge: +1

***

Most stable one: (a), least stable one: (b).